Entry 1:
The following is a DFT calculation (the ωB97M-V functional and the def2-TZVPD basis) of 2 unconnected molecules or ions with the total composition C4H10NO2.

Structure (XYZ):
```
17
Properties=species:S:1:pos:R:3:forces:R:3:nbo_charge:R:1
C 0.926 -0.777 -0.892 0.5 0.1 0.6 -0.104
O 1.109 -1.225 0.421 -0.2 0.2 0.1 -0.829
C -0.081 -1.617 -1.610 -0.2 0.1 -0.1 -0.147
C -1.199 -1.154 -2.160 0.3 -0.2 0.0 -0.453
H 1.894 -0.815 -1.426 -0.1 -0.1 -0.2 0.128
H 0.619 0.275 -0.910 -0.2 0.1 -0.1 0.162
H 0.823 -0.386 1.120 0.0 -0.2 -0.3 0.502
H 0.138 -2.683 -1.605 -0.1 0.0 -0.1 0.176
H -1.897 -1.824 -2.650 -0.1 0.1 0.0 0.174
H -1.435 -0.098 -2.115 0.0 0.0 0.0 0.196
N -0.524 2.364 0.523 -0.2 0.1 0.1 -0.905
C -0.703 1.207 1.470 0.1 -0.2 0.0 0.125
O 0.474 0.663 1.859 0.1 0.1 0.0 -0.882
H 0.475 2.531 0.525 0.2 -0.1 0.0 0.354
H -0.924 3.192 0.955 0.0 0.0 -0.1 0.324
H -1.287 1.594 2.329 -0.1 0.0 0.1 0.078
H -1.344 0.467 0.953 0.0 0.0 0.0 0.100
```
Positions in Å, forces in eV/Å.

Output
Molar mass   104.13 g/mol
E_tot   -9894.7213 eV
Energy above the lowest of the compared OMol25 structures with the same formula, charge and spin   2.7243 eV
F_max   0.0149 hartree/bohr
Net charge   -1
Orbital gap   7.921 eV

Entry 2:
The following is a DFT calculation (the ωB97M-V functional and the def2-TZVPD basis) of a molecular structure, C7H18N2O8P2 at a distorted geometry.

Structure (XYZ):
```
37
Properties=species:S:1:pos:R:3:forces:R:3:nbo_charge:R:1
C -2.399 -3.027 4.341 -0.4 0.6 -0.7 -0.629
C -2.360 -2.143 3.074 -0.6 -0.4 0.9 -0.057
O -1.641 -0.943 3.289 0.2 -0.2 -0.4 -0.540
C -0.513 -0.799 2.455 0.1 0.4 -0.2 -0.073
C -0.227 0.675 2.226 0.4 -0.8 0.3 -0.097
O -1.169 1.139 1.261 0.8 0.3 -0.2 -0.536
C -0.731 2.290 0.597 -1.4 1.0 1.3 0.219
O -0.843 2.153 -0.813 0.6 -0.8 -0.4 -0.791
P 0.293 1.204 -1.416 -0.8 0.5 0.2 2.565
O 1.487 1.140 -0.608 0.8 0.0 0.7 -1.093
O 0.507 1.768 -2.887 0.0 -0.6 0.6 -0.805
C 1.903 1.906 -3.236 0.4 0.8 -0.8 -0.168
C 2.535 3.229 -2.815 -0.6 -0.7 0.1 0.115
N 3.762 3.388 -2.986 0.9 0.3 -0.2 -0.580
O -0.455 -0.244 -1.564 0.2 0.3 -1.3 -1.060
P 0.309 -1.358 -2.485 1.8 -1.5 -0.2 2.406
N 1.845 -1.356 -2.412 -0.3 0.2 0.2 -1.368
O -0.306 -2.776 -2.024 -0.6 1.0 0.1 -0.962
O -0.122 -1.129 -3.996 -1.2 0.5 0.9 -0.953
H -1.455 -3.015 4.883 0.0 -0.2 -0.1 0.213
H -3.192 -2.625 4.971 0.2 -0.2 0.3 0.208
H -2.689 -4.031 4.028 0.1 -0.1 0.3 0.206
H -3.401 -1.868 2.871 0.1 0.0 -0.3 0.176
H -1.998 -2.727 2.223 0.3 0.3 0.0 0.160
H 0.369 -1.317 2.859 -0.1 0.1 0.1 0.170
H -0.706 -1.211 1.456 0.0 -0.1 0.1 0.169
H 0.803 0.766 1.862 -0.1 0.0 -0.3 0.200
H -0.275 1.233 3.168 -0.3 0.0 -0.1 0.183
H -1.421 3.094 0.872 0.0 0.0 -0.4 0.170
H 0.257 2.610 0.929 0.2 -0.4 -0.4 0.180
H 1.951 1.868 -4.326 -0.3 0.0 0.0 0.212
H 2.539 1.100 -2.868 -0.4 -0.2 0.2 0.254
H 1.964 4.042 -2.367 -0.3 -0.2 0.0 0.179
H 4.153 2.539 -3.409 0.3 0.1 0.1 0.320
H 2.188 -2.243 -2.063 0.4 0.2 0.0 0.388
H 0.026 -2.914 -1.121 -0.2 -0.3 -0.1 0.506
H -0.936 -0.601 -4.062 0.1 -0.2 -0.3 0.510
```
Positions in Å, forces in eV/Å.

Output
Molar mass   320.17 g/mol
E_tot   -45491.7597 eV
Energy above the lowest of the compared OMol25 structures with the same formula, charge and spin   0.0000 eV
F_max   0.0460 hartree/bohr
Orbital gap   9.874 eV

Entry 3:
The following is a DFT calculation (the ωB97M-V functional and the def2-TZVPD basis) of a gas-phase ion, C4H6F3N2S (charge +1) at a distorted geometry.

Structure (XYZ):
```
16
Properties=species:S:1:pos:R:3:forces:R:3:nbo_charge:R:1
C 0.641 0.785 0.766 0.5 -0.4 -2.4 0.186
C 1.376 -1.309 -0.320 3.0 2.1 -2.1 -0.042
C -1.789 -0.592 0.587 -1.0 -1.1 -1.4 -0.500
C -1.825 -0.563 -0.950 1.4 0.8 0.4 0.948
N 1.234 0.026 -0.211 1.2 0.9 0.7 -0.482
N 1.122 2.058 0.822 0.2 0.5 1.4 -0.758
F -0.904 -1.413 -1.558 -1.8 0.3 0.7 -0.328
F -3.060 -0.767 -1.366 0.5 -0.5 -0.2 -0.274
F -1.423 0.664 -1.389 -0.3 -0.3 0.2 -0.331
S -0.754 0.277 1.575 -0.5 0.4 1.6 0.563
H 2.279 -1.573 -0.891 -0.9 0.0 -0.1 0.218
H 1.072 -1.998 0.363 -1.6 -1.5 1.9 0.208
H -2.656 -1.115 1.079 1.3 0.7 -0.3 0.290
H 1.917 0.638 -0.737 -1.0 -1.3 0.2 0.438
H 2.165 2.195 0.762 -1.7 -0.1 0.3 0.426
H 0.604 2.689 1.469 0.8 -0.5 -0.9 0.438
```
Positions in Å, forces in eV/Å.

Output
Molar mass   171.17 g/mol
E_tot   -26203.1720 eV
Energy above the lowest of the compared OMol25 structures with the same formula, charge and spin   0.0512 eV
F_max   0.0813 hartree/bohr
Net charge   +1
Orbital gap (spin up / spin down)   6.775 / 7.703 eV

Entry 4:
The following is a DFT calculation (the ωB97M-V functional and the def2-TZVPD basis) of C3H5F2NS in the gas phase at a distorted geometry.

Structure (XYZ):
```
12
Properties=species:S:1:pos:R:3:forces:R:3:nbo_charge:R:1
C -0.005 1.293 0.018 -2.9 2.9 0.8 -0.705
C 0.021 -0.140 -0.111 1.7 -0.7 0.7 0.178
N -0.908 -0.967 -0.077 -2.7 -0.6 -0.1 -0.489
S -2.533 -0.317 -0.004 -0.1 -2.3 -0.1 0.119
C 1.365 -0.807 -0.015 0.7 1.0 -1.2 0.540
F 2.138 -0.321 -1.083 -0.3 -0.6 0.8 -0.361
F 2.007 -0.426 1.119 0.0 -0.1 0.0 -0.335
H 0.722 1.845 -0.533 0.7 0.0 -0.5 0.253
H 0.096 1.605 1.088 0.1 -0.4 -0.7 0.257
H -1.043 1.734 -0.281 1.7 -0.8 0.3 0.235
H -3.154 -1.614 -0.062 0.9 1.9 0.1 0.147
H 1.294 -1.884 -0.060 0.1 -0.2 -0.1 0.159
```
Positions in Å, forces in eV/Å.

Output
SMILES   C/C(=N\S)C(F)F
Molar mass   125.14 g/mol
E_tot   -20951.4063 eV
Energy above the lowest of the compared OMol25 structures with the same formula, charge and spin   0.6890 eV
F_max   0.0804 hartree/bohr
Orbital gap   10.196 eV

Entry 5:
The following is a DFT calculation (the ωB97M-V functional and the def2-TZVPD basis) of 2 unconnected molecules or ions with the total composition C4H10N at a distorted geometry.

Structure (XYZ):
```
15
Properties=species:S:1:pos:R:3:forces:R:3:nbo_charge:R:1
C -0.515 -0.680 1.067 2.1 0.8 -0.4 -0.463
C 0.126 -0.577 -0.335 0.5 0.6 2.3 -0.114
C -0.871 0.386 0.066 0.7 0.1 0.0 -0.174
C 3.036 0.174 -0.095 -1.0 0.0 1.6 -0.487
N -2.145 0.345 -0.641 -3.0 1.4 0.3 -0.678
H -1.069 -1.591 1.145 -0.8 -0.2 0.3 0.245
H 0.032 -0.337 2.009 -0.8 -0.6 -1.5 0.273
H 0.273 -1.242 -1.149 -0.1 -0.5 -0.3 0.227
H -0.568 1.434 0.186 -0.2 -0.4 0.3 0.253
H 2.756 -0.074 -1.127 0.5 0.6 0.5 0.188
H 3.020 -0.644 0.655 0.2 0.4 -0.9 0.176
H 3.094 1.183 0.419 -0.1 -1.2 -1.4 0.193
H -2.911 0.915 -0.107 1.6 -1.2 -1.1 0.456
H -2.560 -0.598 -0.799 0.6 0.6 0.1 0.454
H -1.994 0.824 -1.545 -0.4 -0.4 0.2 0.451
```
Positions in Å, forces in eV/Å.

Output
Molar mass   72.13 g/mol
E_tot   -5787.8481 eV
Energy above the lowest of the compared OMol25 structures with the same formula, charge and spin   6.0098 eV
F_max   0.0653 hartree/bohr
Net charge   +1
Orbital gap (spin up / spin down)   9.293 / 7.409 eV

Entry 6:
The following is a DFT calculation (the ωB97M-V functional and the def2-TZVPD basis) of C3H7O3PS in the gas phase at a distorted geometry.

Structure (XYZ):
```
15
Properties=species:S:1:pos:R:3:forces:R:3:nbo_charge:R:1
C 1.905 -0.619 0.573 -0.3 -1.1 -0.9 -0.146
C 1.837 0.908 0.422 5.0 0.0 -0.2 -0.109
C -2.765 -0.534 0.135 2.5 -3.3 0.2 -0.266
O 0.750 -0.920 1.387 0.3 0.7 0.9 -0.803
O 0.544 1.313 0.380 -2.6 -0.5 0.4 -0.760
O -1.376 -0.166 0.000 -0.5 0.7 -1.8 -0.829
P -0.409 0.204 1.185 2.2 -3.0 -3.4 1.764
S -1.329 0.765 2.815 -2.7 2.8 4.7 -0.199
H 1.585 -1.188 -0.274 0.5 0.1 -1.6 0.183
H 2.770 -1.187 0.955 0.0 1.2 0.2 0.213
H 2.345 1.259 1.336 -0.2 0.3 0.0 0.169
H 2.497 1.380 -0.426 -1.6 -1.2 1.2 0.208
H -3.294 0.322 0.035 -2.1 2.5 0.6 0.190
H -2.812 -1.216 1.003 -0.7 0.9 0.1 0.190
H -3.024 -1.159 -0.702 0.2 -0.2 -0.5 0.196
```
Positions in Å, forces in eV/Å.

Output
Molar mass   154.13 g/mol
E_tot   -29486.5456 eV
Energy above the lowest of the compared OMol25 structures with the same formula, charge and spin   2.9122 eV
F_max   0.1192 hartree/bohr
2S+1   3
Orbital gap (spin up / spin down)   4.487 / 6.979 eV

Entry 7:
The following is a DFT calculation (the ωB97M-V functional and the def2-TZVPD basis) of a molecular structure, C10H16BF2N2O10PS3.

Structure (XYZ):
```
45
Properties=species:S:1:pos:R:3:forces:R:3:nbo_charge:R:1
C 1.564 1.887 0.634 0.2 0.3 0.2 -0.268
O 0.574 0.969 0.103 0.0 -0.1 0.2 -0.709
B 0.924 0.022 -0.765 0.2 -0.2 -0.1 1.107
O 2.189 -0.197 -1.218 -0.2 0.6 -0.1 -0.866
C -0.243 -1.006 -1.167 -0.1 -0.2 0.1 -0.370
C -0.222 -2.334 -0.749 0.0 0.2 0.0 0.016
C 0.926 -2.876 0.075 0.4 -0.1 0.0 0.754
O 1.778 -3.537 -0.438 -0.5 0.1 0.3 -0.485
O 0.871 -2.619 1.392 0.3 0.0 -0.3 -0.634
C -1.240 -3.239 -1.098 0.5 0.0 0.2 -0.203
C -2.262 -2.812 -1.880 -0.2 0.1 -0.2 -0.087
P -3.579 -3.979 -2.393 -0.2 -0.7 0.4 0.829
S -3.804 -5.469 -1.204 0.0 0.2 -0.1 -0.457
N -2.283 -1.513 -2.270 0.0 -0.2 -0.1 -0.469
C -1.334 -0.620 -1.935 -0.1 0.1 0.1 0.609
O -1.513 0.601 -2.419 -0.2 0.0 -0.2 -0.498
C -2.051 1.592 -1.484 0.0 0.1 0.1 -0.106
C -3.556 1.446 -1.239 -0.3 0.2 0.0 0.069
C -3.873 1.264 0.236 0.0 0.0 -0.1 -0.623
O -4.258 2.605 -1.660 0.1 0.0 0.1 -0.701
H 2.314 1.365 1.217 0.0 -0.1 0.0 0.251
H 1.046 2.576 1.290 -0.1 0.0 0.0 0.202
H 2.045 2.440 -0.168 0.0 -0.1 -0.1 0.191
H 2.259 -0.351 -2.164 0.2 -0.5 0.0 0.510
H 0.345 -1.834 1.598 -0.2 0.0 0.1 0.501
H -1.201 -4.266 -0.767 -0.1 -0.1 0.0 0.282
H -3.208 -4.307 -3.702 0.0 0.3 -0.2 -0.004
H -4.669 -3.111 -2.566 0.0 0.2 -0.1 -0.026
H -3.046 -1.167 -2.840 0.0 0.1 -0.1 0.442
H -1.484 1.539 -0.559 0.1 -0.1 0.0 0.231
H -1.849 2.554 -1.947 0.1 0.0 -0.1 0.224
H -3.956 0.586 -1.792 0.1 -0.1 -0.1 0.136
H -3.725 0.227 0.538 0.1 0.0 0.1 0.206
H -3.240 1.902 0.850 0.0 0.1 0.1 0.224
H -4.910 1.530 0.417 -0.1 0.0 0.0 0.243
H -4.004 2.842 -2.557 0.0 0.0 -0.1 0.471
N 5.391 1.451 4.345 -0.1 0.1 -0.4 -1.232
S 4.285 2.491 3.916 0.1 0.0 0.5 2.527
O 3.611 2.160 2.693 -0.1 0.0 -0.1 -0.992
O 4.589 3.863 4.150 0.0 0.0 0.0 -0.924
F 3.226 2.122 5.039 0.1 0.0 -0.1 -0.506
S 6.688 1.364 3.448 0.0 -0.1 -0.1 2.519
O 7.430 0.193 3.771 0.0 0.0 0.2 -0.933
O 7.371 2.602 3.265 0.0 0.0 0.0 -0.934
F 6.086 1.044 2.000 0.1 0.0 0.0 -0.520
```
Positions in Å, forces in eV/Å.

Output
Molar mass   500.23 g/mol
E_tot   -81990.0849 eV
Energy above the lowest of the compared OMol25 structures with the same formula, charge and spin   0.0000 eV
F_max   0.0170 hartree/bohr
Orbital gap   4.993 eV

Entry 8:
The following is a DFT calculation (the ωB97M-V functional and the def2-TZVPD basis) of 6 unconnected molecules or ions with the total composition C5H24N2O6 at a distorted geometry.

Structure (XYZ):
```
37
Properties=species:S:1:pos:R:3:forces:R:3:nbo_charge:R:1
C -3.305 -0.518 0.725 0.4 -0.8 1.2 -0.422
N -2.061 -1.249 1.113 -0.5 0.7 0.5 -0.670
C -1.106 -0.384 1.882 -0.2 0.5 -0.6 -0.236
C 0.217 -0.268 1.077 -0.4 -0.4 -0.2 -0.248
N 0.214 0.993 0.291 0.9 0.2 -0.1 -0.702
C 1.237 0.989 -0.817 -0.1 1.1 -0.3 -0.269
C 0.560 1.299 -2.175 -0.8 0.3 1.8 -0.056
O 0.041 2.597 -2.205 -0.2 0.8 0.0 -0.752
H -3.087 0.242 0.009 0.1 0.3 -0.7 0.214
H -4.006 -1.244 0.334 -0.2 0.0 -0.3 0.203
H -3.774 -0.006 1.577 0.0 -0.2 0.0 0.174
H -2.300 -2.065 1.669 -0.1 0.3 -0.1 0.371
H -0.886 -0.775 2.891 -0.3 -0.1 -0.4 0.203
H -1.586 0.655 2.047 0.8 -1.5 -0.3 0.186
H 0.359 -1.179 0.384 -0.6 1.7 1.2 0.204
H 1.051 -0.334 1.757 0.3 0.3 0.3 0.206
H 0.445 1.818 0.905 -0.2 -1.5 -0.6 0.397
H 1.758 0.032 -0.884 -0.1 0.1 0.1 0.206
H 2.016 1.786 -0.633 -0.9 -0.9 -0.1 0.222
H 1.277 1.289 -2.942 1.0 -0.5 -1.1 0.183
H -0.257 0.588 -2.380 0.4 0.0 -0.2 0.128
H -0.769 2.648 -1.659 0.3 -0.1 -0.4 0.489
O -0.925 -1.630 -1.478 -0.8 -1.0 0.7 -0.961
H -0.902 -0.682 -1.447 0.2 1.0 -0.3 0.473
H -1.433 -1.785 -0.632 0.3 -0.1 -0.3 0.509
O 1.551 -2.520 -1.126 -1.1 0.3 0.0 -1.017
H 0.591 -2.185 -1.210 1.1 -0.5 -0.3 0.511
H 1.763 -2.941 -1.963 0.0 0.0 0.0 0.485
O 2.846 1.142 1.636 -1.2 0.5 -1.7 -0.990
H 2.992 0.288 1.189 0.2 -0.1 0.0 0.501
H 3.353 1.118 2.405 1.3 -0.1 1.9 0.463
O -2.153 2.261 -0.685 0.5 -2.8 -0.9 -0.976
H -2.167 2.935 -0.060 -0.2 2.1 1.7 0.468
H -1.527 1.582 -0.262 -0.3 0.9 -0.5 0.499
O 3.256 -1.278 0.540 1.6 -0.4 -0.4 -0.998
H 4.141 -1.494 0.131 -1.7 0.3 0.6 0.484
H 2.574 -1.726 -0.004 0.3 -0.2 -0.2 0.517
```
Positions in Å, forces in eV/Å.

Output
SMILES   CNCCNCCO.O.O.O.O.O
Molar mass   208.25 g/mol
E_tot   -20839.0458 eV
Energy above the lowest of the compared OMol25 structures with the same formula, charge and spin   1.5616 eV
F_max   0.0578 hartree/bohr
Orbital gap   9.767 eV